This record from the OMol25 dataset describes the ion C17H26N3 with charge +1. The level of theory is ωB97M-V with the def2-TZVPD basis set.

LUMO ... -2.22 eV
Charge ... +1
SMILES ... Cc1ccc([C@H](N(C)C)N2CCC[N+]3=C2CCC3)cc1
Energy above the lowest of the compared OMol25 structures with the same formula, charge and spin ... 1.039 eV

Last column: Löwdin charge in e.
Geometry (Å):
1 C -5.1047 -2.3725 1.5266  -0.04
2 C -3.8326 -1.6392 1.0736  -0.24
3 C -3.2965 -0.5733 1.8387  -0.03
4 C -1.9737 -0.1511 1.6723  -0.06
5 C -1.1339 -0.7512 0.6954  -0.18
6 C 0.3642 -0.6149 0.6324  -0.21
7 N 1.0224 -0.3974 1.8125  -0.18
8 C 2.4276 0.0012 1.7599  -0.04
9 C 0.5217 -0.7501 3.1598  -0.03
10 N 0.5029 0.6392 -0.3572  0.02
11 C 0.0239 1.9719 -0.0688  -0.13
12 C -0.1900 2.6594 -1.4033  -0.14
13 C 1.1214 2.7978 -2.1525  -0.12
14 N 1.7942 1.5037 -2.1427  -0.02
15 C 1.4485 0.5232 -1.2938  -0.19
16 C 2.3131 -0.7121 -1.5245  -0.08
17 C 3.1604 -0.3251 -2.7196  -0.13
18 C 2.8413 1.1108 -3.1207  -0.09
19 C -1.7683 -1.5633 -0.2700  -0.02
20 C -3.0872 -2.0262 -0.0723  -0.02
21 H -5.3014 -3.2500 0.9056  0.07
22 H -5.1001 -2.7176 2.5798  0.09
23 H -5.9450 -1.6925 1.4020  0.08
24 H -3.9119 -0.1174 2.6356  0.13
25 H -1.5767 0.6533 2.3219  0.11
26 H 0.9448 -1.2484 -0.1600  0.13
27 H 2.7184 0.2711 2.7568  0.08
28 H 3.0634 -0.7839 1.3378  0.09
29 H 2.5166 0.8798 1.1379  0.08
30 H 1.3993 -0.7068 3.8402  0.09
31 H -0.2173 -0.0271 3.5078  0.07
32 H 0.0654 -1.7521 3.1922  0.10
33 H 0.7573 2.5370 0.5609  0.15
34 H -0.8993 1.8039 0.4762  0.11
35 H -0.8786 2.0488 -2.0240  0.14
36 H -0.6545 3.6275 -1.2170  0.13
37 H 0.9545 3.0980 -3.2010  0.14
38 H 1.7309 3.5692 -1.6315  0.14
39 H 2.8846 -0.9172 -0.5962  0.11
40 H 1.6476 -1.5811 -1.6963  0.13
41 H 4.2077 -0.4224 -2.5052  0.12
42 H 2.9241 -0.9754 -3.5375  0.11
43 H 3.7232 1.7832 -3.0494  0.14
44 H 2.4353 1.2254 -4.1614  0.14
45 H -1.1658 -1.8712 -1.1371  0.12
46 H -3.4774 -2.7650 -0.7836  0.12

Atoms 1-6, force components in eV/Å:
C 0.276 0.376 -0.403
C 0.748 -0.172 -0.005
C -0.115 -0.329 -0.037
C 0.443 0.040 -0.174
C -1.288 -1.174 0.036
C 0.061 1.227 -3.056

This record from the OMol25 dataset describes a structure of composition C17H26N7O3PRbS3. The level of theory is ωB97M-V with the def2-TZVPD basis set.

<S²> ... 0.780
LUMO (spin up / spin down) ... 3.95 / 3.94 eV
Multiplicity ... 2
Charge ... -2
Energy above the lowest of the compared OMol25 structures with the same formula, charge and spin ... 1.934 eV

Last column: Mulliken spin population.
Geometry (Å):
1 Rb 1.6333 0.5576 -1.5326  0.03
2 C 3.8881 -4.2734 -1.5142  -0.01
3 C 2.9550 -3.0684 -1.6934  -0.06
4 N 3.2590 -1.8675 -1.1810  0.36
5 N 4.4658 -1.6903 -0.6671  0.01
6 C 4.4239 -1.0994 0.4837  0.04
7 N 5.6327 -0.9887 1.1099  0.02
8 S 3.2098 -0.3321 1.4439  0.02
9 C 1.7643 -3.1468 -2.3434  0.31
10 C 1.2058 -4.4334 -2.9350  0.01
11 C 0.1225 -4.4913 -3.6638  0.00
12 C -0.6251 -3.3205 -3.8741  0.20
13 C -0.2674 -2.2171 -3.1261  -0.09
14 N 0.7917 -2.0079 -2.3542  0.15
15 H 3.2054 -4.6934 -0.5261  0.00
16 H 4.8274 -3.8550 -0.6429  0.00
17 H 3.9234 -5.2109 -2.2483  0.00
18 H 6.3589 -1.2331 0.3872  0.00
19 H 5.7921 -0.0270 1.4724  0.00
20 H 1.4156 -5.3578 -2.8571  0.02
21 H -0.0428 -5.4806 -4.0909  0.00
22 H -1.6672 -3.1508 -4.4642  0.01
23 H -1.0059 -1.4490 -3.2914  0.00
24 C -2.8229 7.1511 -0.3653  0.00
25 C -1.9151 7.1075 -1.5533  0.00
26 O -1.6741 5.8421 -2.2087  0.00
27 P -0.8034 4.7367 -1.3401  0.00
28 S -0.4247 3.2441 -2.5936  0.00
29 S 0.7340 5.5457 -0.2489  0.00
30 O -1.8807 4.2973 -0.2528  0.00
31 C -1.5771 3.1377 0.5073  0.00
32 C -2.0413 3.3441 1.9251  0.00
33 H -3.0722 8.1833 -0.0864  0.00
34 H -2.3469 6.6457 0.4680  0.00
35 H -3.7671 6.6448 -0.4043  0.00
36 H -0.9664 7.5105 -1.2281  0.00
37 H -2.3543 7.8226 -2.1977  0.00
38 H -0.5144 3.0786 0.5841  0.00
39 H -1.9338 2.2925 -0.0242  0.00
40 H -1.5008 4.0816 2.5095  0.00
41 H -2.0466 2.4039 2.4123  0.00
42 H -3.1005 3.6879 1.8889  0.00
43 C -3.4614 -1.1447 3.4771  0.00
44 N -2.2266 -1.7436 3.0370  0.00
45 C -1.3636 -1.0200 2.2921  0.00
46 C -0.2025 -1.5339 1.8682  -0.01
47 C 0.0666 -2.9608 2.0451  -0.01
48 N -0.7245 -3.6769 2.8278  0.00
49 C -1.9133 -3.1111 3.3258  0.00
50 O -2.6794 -3.7985 3.9635  0.00
51 N 1.0349 -3.5654 1.3976  0.00
52 H -4.2750 -1.8519 3.3850  0.00
53 H -3.6123 -0.3173 2.9477  0.00
54 H -3.5156 -0.9238 4.3783  0.00
55 H -1.6970 0.0569 1.9762  0.00
56 H 0.3093 -0.9160 0.9809  0.01
57 H 1.6270 -2.9484 0.8025  0.00
58 H 1.3753 -4.4656 1.6122  0.00

Atoms 1-6, force components in eV/Å:
Rb 0.144 0.063 0.232
C -0.904 -0.915 5.555
C 2.587 1.140 -0.100
N -2.077 -0.879 -1.435
N 0.924 -0.204 1.403
C -0.186 0.866 0.232

This record from the OMol25 dataset describes a structure of composition C17H27BCdNO4P2. The level of theory is ωB97M-V with the def2-TZVPD basis set.

LUMO (spin up / spin down) ... -3.56 / -3.56 eV
Charge ... +1
Energy above the lowest of the compared OMol25 structures with the same formula, charge and spin ... 0.000 eV

Last column: Löwdin charge in e.
Geometry (Å):
1 Cd 0.4190 -1.3960 -0.1507  1.06
2 P -2.3569 0.0980 -0.0282  0.97
3 C -2.0485 0.2946 -1.8481  -0.20
4 C -0.6996 0.7646 -2.3551  -0.29
5 N 0.4382 0.4664 -1.7060  0.05
6 C 1.6155 0.8921 -2.1930  -0.31
7 C 1.6899 1.6425 -3.3657  -0.01
8 C 0.5275 1.9582 -4.0528  -0.02
9 C -0.6771 1.5149 -3.5323  -0.01
10 C 2.9059 0.5297 -1.4808  -0.29
11 P 2.8139 -0.9883 -0.4483  0.77
12 H -1.6333 1.7471 -3.9896  0.12
13 H 2.6679 1.9486 -3.7304  0.13
14 H 0.5473 2.5235 -4.9784  0.12
15 H 3.7117 0.4010 -2.2200  0.10
16 H 3.2123 1.3564 -0.8198  0.10
17 H -2.2290 -0.7022 -2.2285  0.05
18 H -2.8435 0.9669 -2.2284  0.11
19 H -1.3396 -2.6663 -2.6994  -0.03
20 O -2.2307 -2.5139 -3.0518  -0.10
21 H -2.1007 -2.2153 -3.9683  0.06
22 H -0.6198 -2.7023 0.6581  0.00
23 O 0.2689 -2.8728 -1.7115  -0.58
24 H 0.1677 -3.8022 -1.4356  -0.05
25 C 3.4620 -2.2623 -1.5921  -0.27
26 H 4.3912 -1.9186 -2.0675  0.05
27 H 3.6526 -3.1825 -1.0220  0.06
28 H 2.6793 -2.4724 -2.3355  0.03
29 C 4.0825 -0.7670 0.8369  -0.27
30 H 4.0085 -1.6093 1.5406  0.05
31 H 5.0920 -0.7508 0.3998  0.06
32 H 3.8930 0.1687 1.3833  0.05
33 C -3.4012 1.5377 0.3225  -0.19
34 H -4.2960 1.5307 -0.3101  0.07
35 H -3.6886 1.4769 1.3763  0.07
36 H -2.8329 2.4595 0.1562  0.08
37 C -3.4189 -1.3671 0.1757  -0.18
38 H -3.4777 -1.5975 1.2469  0.07
39 H -4.4143 -1.1633 -0.2380  0.08
40 H -2.9730 -2.2228 -0.3413  0.04
41 O -1.0553 -0.5919 2.5763  0.06
42 B -1.0013 0.2346 1.3855  -0.68
43 O -0.4515 1.5266 1.7350  0.11
44 C -0.2746 1.4799 3.0853  -0.22
45 C 0.0029 2.5380 3.9325  0.01
46 C -0.0038 2.2663 5.3099  -0.07
47 C -0.2704 0.9841 5.8043  -0.07
48 C -0.5833 -0.0752 4.9434  0.02
49 C -0.6052 0.2082 3.5847  -0.21
50 H 0.1713 3.5265 3.5128  0.13
51 H 0.1855 3.0878 5.9989  0.11
52 H -0.2570 0.7942 6.8814  0.11
53 H -0.8230 -1.0842 5.2830  0.13

Atoms 1-6, force components in eV/Å:
Cd -0.742 -2.120 0.094
P -0.825 0.422 -0.566
C 0.576 0.294 0.637
C 0.294 0.663 -0.185
N -0.396 -0.127 0.057
C -0.017 -0.095 -0.319

This record from the OMol25 dataset describes the ion C17H27BrNO2 with charge +1. The level of theory is ωB97M-V with the def2-TZVPD basis set.

LUMO ... -2.79 eV
Charge ... +1
SMILES ... CCCC[NH2+]Cc1cc(Br)c(OC2CCCC2)c(OC)c1
Energy above the lowest of the compared OMol25 structures with the same formula, charge and spin ... 0.000 eV

Last column: Löwdin charge in e.
Geometry (Å):
1 C -7.2399 -1.7255 0.8982  -0.10
2 C -6.6128 -0.6583 0.0106  -0.26
3 C -5.0840 -0.7456 0.0359  -0.20
4 C -4.4664 0.3309 -0.8475  -0.14
5 N -2.9857 0.1913 -0.9479  0.05
6 C -2.2136 0.5874 0.2749  -0.08
7 C -0.7583 0.2868 0.0621  -0.24
8 C -0.3447 -1.0349 -0.0098  -0.10
9 C 0.9889 -1.3093 -0.2361  -0.56
10 Br 1.5738 -3.1088 -0.3446  0.84
11 C 1.9576 -0.3096 -0.3941  -0.23
12 O 3.1858 -0.7678 -0.6268  -0.06
13 C 4.3751 0.0204 -0.5276  -0.28
14 C 5.5345 -0.9138 -0.9187  -0.11
15 C 6.4970 -0.9131 0.2713  -0.18
16 C 5.5914 -0.6276 1.4649  -0.18
17 C 4.6511 0.4462 0.9233  -0.12
18 C 1.5206 1.0381 -0.3212  -0.18
19 O 2.4548 2.0053 -0.4911  -0.09
20 C 2.1048 3.3570 -0.2874  -0.05
21 C 0.1746 1.3060 -0.1018  0.03
22 H -8.3223 -1.6489 0.8664  0.08
23 H -6.9590 -2.7205 0.5624  0.08
24 H -6.9204 -1.6061 1.9303  0.08
25 H -6.9675 -0.7838 -1.0136  0.12
26 H -6.9244 0.3292 0.3542  0.12
27 H -4.7827 -1.7335 -0.3204  0.13
28 H -4.7503 -0.6377 1.0685  0.11
29 H -4.8852 0.2550 -1.8534  0.14
30 H -4.6915 1.3243 -0.4554  0.14
31 H -2.6323 0.7490 -1.7339  0.19
32 H -2.7542 -0.7918 -1.1480  0.17
33 H -2.3783 1.6496 0.4585  0.14
34 H -2.6046 0.0140 1.1165  0.14
35 H -1.0306 -1.8552 0.1379  0.11
36 H 4.2913 0.8786 -1.1976  0.14
37 H 5.1213 -1.9110 -1.0726  0.12
38 H 6.0157 -0.5974 -1.8414  0.11
39 H 7.2283 -0.1111 0.1632  0.11
40 H 7.0318 -1.8554 0.3653  0.11
41 H 5.0254 -1.5230 1.7257  0.12
42 H 6.1404 -0.2942 2.3430  0.11
43 H 5.1463 1.4169 0.9226  0.12
44 H 3.7298 0.5302 1.4999  0.12
45 H 3.0349 3.9123 -0.3910  0.10
46 H 1.6968 3.5190 0.7141  0.10
47 H 1.3940 3.7063 -1.0421  0.10
48 H -0.1574 2.3300 -0.0453  0.11

Atoms 1-6, force components in eV/Å:
C 0.014 0.174 -0.136
C 0.168 -0.162 0.109
C -0.152 0.229 -0.096
C -0.690 -0.153 0.160
N 0.015 -0.042 -0.281
C 0.582 0.038 0.456

This record from the OMol25 dataset describes a cluster of 2 separate species, C17H27ClFNO3P in total. The level of theory is ωB97M-V with the def2-TZVPD basis set.

<S²> ... 0.754
LUMO (spin up / spin down) ... 0.55 / 0.55 eV
Multiplicity ... 2

Last column: Mulliken spin population.
Geometry (Å):
1 C -0.9135 2.3816 3.1340  0.00
2 C -0.7536 1.7361 1.7587  0.00
3 O 0.0476 2.6013 0.9636  0.00
4 C 0.0304 2.5396 -0.4582  -0.03
5 P -1.0108 3.9775 -1.1670  0.00
6 O -2.5236 3.4508 -0.8269  0.00
7 Cl -0.7407 5.3583 0.3384  0.00
8 C -0.5343 1.3057 -1.1396  0.04
9 C 0.3198 0.0266 -1.1714  -0.05
10 C -0.0097 -0.9406 -0.0251  0.02
11 C -0.0155 -0.7212 -2.4784  0.05
12 N 1.7719 0.2879 -1.1613  0.44
13 O 2.5106 -0.6685 -0.7795  0.51
14 C 2.3919 1.6267 -1.2663  -0.06
15 C 2.9567 1.7593 -2.6966  0.04
16 C 3.5755 1.6904 -0.2915  0.02
17 C 1.4437 2.8121 -0.9688  0.03
18 H -1.8856 2.8570 3.2413  0.00
19 H -0.1199 3.1034 3.2992  0.00
20 H -0.8565 1.6144 3.9054  0.00
21 H -1.7407 1.5833 1.3187  0.00
22 H -0.2516 0.7799 1.8655  0.00
23 H -2.6190 3.2257 0.1048  0.00
24 H -0.7011 1.6196 -2.1764  0.00
25 H -1.5184 1.0222 -0.7774  0.00
26 H 0.2336 -1.9638 -0.2906  0.00
27 H 0.5434 -0.6991 0.8777  -0.01
28 H -1.0731 -0.8659 0.1973  0.00
29 H 0.0127 -0.0610 -3.3427  0.00
30 H -1.0220 -1.1353 -2.3963  0.00
31 H 0.6751 -1.5527 -2.5933  -0.01
32 H 2.2029 2.1063 -3.4018  0.00
33 H 3.7880 2.4624 -2.7101  0.00
34 H 3.3406 0.7924 -3.0171  -0.01
35 H 4.3666 1.0117 -0.5916  0.00
36 H 3.2483 1.4732 0.7225  0.00
37 H 3.9727 2.7043 -0.3289  0.00
38 H 1.3465 3.3967 -1.8869  0.00
39 H 1.9188 3.4690 -0.2431  0.00
40 F -2.7757 -2.5108 2.6745  0.00
41 C -2.3210 -3.6025 2.0235  0.00
42 C -3.1350 -4.2074 1.0877  0.00
43 C -2.6583 -5.3235 0.4157  0.00
44 C -1.3900 -5.8177 0.6865  0.00
45 C -0.5925 -5.1914 1.6341  0.00
46 C -1.0557 -4.0727 2.3104  0.00
47 H -4.1214 -3.8078 0.8949  0.00
48 H -3.2822 -5.8077 -0.3233  0.00
49 H -1.0243 -6.6885 0.1599  0.00
50 H 0.3964 -5.5727 1.8491  0.00
51 H -0.4476 -3.5648 3.0468  0.00

Atoms 1-6, force components in eV/Å:
C -0.164 -0.366 -0.068
C 0.040 0.394 0.282
O 0.183 -0.356 -0.165
C -0.051 0.364 0.255
P -0.205 -0.278 -0.120
O 0.138 0.132 -0.030

This record from the OMol25 dataset describes a cluster of 3 separate species, C17H27F17O3Si2 in total. The level of theory is ωB97M-V with the def2-TZVPD basis set.

LUMO ... 0.54 eV
SMILES ... CC[C@H](C)[Si@H](CCCF)O[SiH3].FC(F)C(F)(F)COC(F)(F)C(F)F.FC(F)C(F)(F)COC(F)(F)C(F)F

Last column: Löwdin charge in e.
Geometry (Å):
1 C -1.1905 -1.0099 1.6962  -0.10
2 C -1.6426 -1.3021 0.2734  -0.28
3 C -1.3459 -0.1714 -0.7164  -0.43
4 C -2.1241 -0.3980 -2.0248  -0.14
5 Si 0.4630 -0.0456 -1.2264  0.54
6 C 1.2035 -1.7479 -1.4636  -0.25
7 C 1.7029 -2.5196 -0.2342  -0.22
8 C 2.8835 -1.8671 0.4658  -0.20
9 F 3.7848 -1.3329 -0.4733  -0.07
10 O 1.4152 0.8233 -0.1892  -0.45
11 Si 1.2079 1.8546 1.0658  0.54
12 H -1.5420 -1.7746 2.3872  0.07
13 H -1.5599 -0.0394 2.0278  0.07
14 H -0.1007 -0.9797 1.7838  0.05
15 H -1.1876 -2.2309 -0.0838  0.10
16 H -2.7196 -1.4790 0.2701  0.09
17 H -1.7161 0.7617 -0.2819  0.10
18 H -1.7325 -1.2428 -2.5981  0.07
19 H -2.0771 0.4702 -2.6801  0.07
20 H -3.1732 -0.6073 -1.8100  0.07
21 H 0.4990 0.6439 -2.5404  0.02
22 H 2.0157 -1.6791 -2.1876  0.08
23 H 0.4210 -2.3429 -1.9460  0.08
24 H 1.9899 -3.5286 -0.5345  0.11
25 H 0.9058 -2.6357 0.5035  0.09
26 H 3.4400 -2.6032 1.0500  0.12
27 H 2.5776 -1.0567 1.1279  0.09
28 H 1.8766 1.2909 2.2599  -0.05
29 H -0.2245 2.0542 1.3813  -0.05
30 H 1.8163 3.1482 0.7115  -0.06
31 F -8.3098 -3.4820 0.5996  0.10
32 C -9.1457 -4.1383 -0.2315  -0.31
33 F -10.0598 -4.7941 0.5138  0.10
34 C -8.3710 -5.1609 -1.0745  -0.44
35 F -7.8654 -6.1209 -0.2799  0.14
36 F -9.3214 -5.7302 -1.8803  0.10
37 C -7.2972 -4.6256 -2.0302  -0.04
38 O -5.9613 -4.6961 -1.5724  0.05
39 C -5.3610 -3.6855 -0.8877  -0.54
40 F -6.1502 -2.6030 -0.7591  0.15
41 F -4.2650 -3.2991 -1.5937  0.13
42 C -4.8297 -4.1524 0.4796  -0.28
43 F -5.8326 -4.6237 1.2415  0.11
44 F -4.2767 -3.0871 1.1019  0.09
45 H -9.6590 -3.4192 -0.8750  0.17
46 H -7.3304 -5.3017 -2.8824  0.15
47 H -7.5586 -3.6264 -2.3788  0.15
48 H -4.0759 -4.9288 0.3379  0.18
49 F 5.0396 5.5589 -0.3104  0.10
50 C 4.6189 4.6863 0.6278  -0.31
51 F 3.3596 5.0157 0.9849  0.07
52 C 5.5155 4.7539 1.8711  -0.44
53 F 5.3983 5.9586 2.4586  0.14
54 F 4.9921 3.8136 2.7198  0.09
55 C 6.9913 4.3721 1.7028  -0.04
56 O 7.9022 5.4441 1.5684  0.05
57 C 8.2548 5.9646 0.3609  -0.55
58 F 7.6967 5.3052 -0.6705  0.15
59 F 9.6018 5.8431 0.2355  0.14
60 C 7.9600 7.4734 0.2816  -0.29
61 F 6.6461 7.7030 0.4635  0.10
62 F 8.3086 7.9171 -0.9461  0.10
63 H 4.6161 3.6749 0.2121  0.17
64 H 7.2597 3.9007 2.6464  0.15
65 H 7.1060 3.6337 0.9092  0.15
66 H 8.5367 8.0033 1.0416  0.17

Atoms 1-6, force components in eV/Å:
C 0.175 -0.025 -0.025
C -0.057 0.079 -0.009
C -0.022 -0.123 -0.234
C -0.020 0.007 -0.011
Si 0.166 0.076 -0.097
C -0.105 -0.076 0.107

Electronic energy (eV)
-22514.4968; -77073.1193; -51560.9227; -93688.2418; -50227.1200; -86164.3596
Max |F| (eV/Å)
3.29; 8.86; 2.65; 0.87; 1.11; 0.50